[1]
The following is a DFT calculation (the ωB97M-V functional and the def2-TZVPD basis) of a molecular structure, C16H26Cl2O2Sn in a non-equilibrium geometry.

Values from the calculation:
Multiplicity = 1
Net charge = -2
Energy above the lowest of the compared OMol25 structures with the same formula, charge and spin = 0.0 kcal per mole
HOMO level = 1.13 eV

Structure (XYZ):
```
47
Properties=species:S:1:pos:R:3:forces:R:3
C -0.83433 0.63649 -3.65385 0.431 -1.293 0.237
C -1.66557 -0.47297 -3.34794 1.335 0.090 -0.108
C -0.83560 -1.53934 -2.92312 0.515 1.082 -0.463
C -3.14164 -0.46636 -3.38918 -0.208 -0.035 0.014
C 0.51137 -1.08638 -2.96209 -1.126 0.654 -0.482
C 0.51479 0.25396 -3.43838 -1.351 -0.907 0.265
C 1.69822 1.11330 -3.60311 0.436 0.361 0.106
C -1.30761 1.96639 -4.07940 -0.176 0.247 -0.099
C -1.31372 -2.86420 -2.46651 -0.128 -0.048 0.035
C 1.71161 -1.82124 -2.52372 0.406 -0.117 0.346
Sn 1.24612 1.21603 0.63933 -1.681 -1.931 0.141
Cl -1.56445 0.33588 -0.15674 1.385 0.609 0.745
Cl 2.42454 2.92346 1.94294 0.364 0.146 -0.142
O 2.46498 -0.25940 0.01980 -0.143 0.928 0.923
H -3.53232 0.47122 -2.97347 -0.147 -0.062 0.008
H -3.54289 -1.29805 -2.79851 -0.125 0.090 -0.042
H -3.51681 -0.56349 -4.41820 -0.291 0.000 -0.041
H -2.01094 -2.74620 -1.62640 0.013 -0.223 0.075
H -0.46995 -3.48071 -2.14422 -0.147 -0.117 0.070
H -1.83964 -3.38884 -3.27561 -0.079 -0.243 0.093
H 1.49155 -2.89093 -2.45278 0.231 -0.078 0.049
H 2.06638 -1.44883 -1.54470 -0.030 -0.497 -0.534
H 2.52086 -1.67738 -3.25024 0.236 -0.188 0.012
H 2.58528 0.49496 -3.80680 0.047 0.242 0.005
H 1.86019 1.70701 -2.68237 0.302 -0.162 -0.666
H 1.54559 1.79814 -4.44938 0.258 0.064 0.058
H -2.03363 2.37174 -3.36023 0.013 0.152 -0.070
H -1.80038 1.91668 -5.06037 -0.118 0.246 -0.100
H -0.46735 2.66263 -4.15185 -0.110 0.129 -0.016
H 3.38811 0.02228 -0.01769 -0.211 0.075 -0.076
O 1.13284 2.36045 -0.90874 0.234 1.245 0.193
H 1.65546 3.17568 -0.75520 -0.432 -0.661 0.022
C 1.28809 -0.69805 5.70525 0.220 -0.114 0.053
C 0.10075 0.06010 5.11533 -0.133 -0.078 0.049
C -1.18180 -0.74933 5.29125 -0.234 -0.147 0.069
C -0.03137 1.41775 5.80354 0.002 0.276 0.054
C 0.31950 0.27868 3.69317 0.415 0.464 -2.161
C 0.50217 0.51063 2.50589 0.128 -0.087 1.102
H 1.13778 -0.86012 6.77330 -0.044 -0.021 0.142
H 2.21374 -0.13311 5.57257 -0.064 -0.020 -0.044
H 1.41153 -1.67071 5.22495 -0.021 0.060 -0.030
H -1.38889 -0.90973 6.35042 -0.014 -0.020 0.152
H -2.03261 -0.22666 4.84787 0.092 -0.048 -0.014
H -1.09122 -1.72383 4.80586 -0.016 0.090 -0.012
H 0.87179 2.01444 5.65343 -0.060 -0.046 -0.036
H -0.87668 1.97959 5.40014 0.055 -0.055 -0.022
H -0.18382 1.28834 6.87577 -0.031 -0.053 0.142
```
Positions in Å, forces in eV/Å.

These are the natural (NBO) partial charges, in e, on atoms 1 to 6: C -0.1198; C -0.1498; C -0.0660; C -0.6143; C -0.1430; C -0.1425

---

[2]
The following is a DFT calculation (the ωB97M-V functional and the def2-TZVPD basis) of a gas-phase ion, C12H17N2O (charge +1) in a non-equilibrium geometry.

Values from the calculation:
Multiplicity = 1
Net charge = +1
Energy above the lowest of the compared OMol25 structures with the same formula, charge and spin = 71.0 kcal per mole
HOMO level = -13.09 eV

Structure (XYZ):
```
32
Properties=species:S:1:pos:R:3:forces:R:3
C 3.32924 -2.03486 1.10713 -1.098 1.558 1.035
C 3.34778 -1.25989 -0.03307 -0.487 0.498 0.388
C 2.37369 -1.76297 2.14641 -0.487 -0.819 -1.036
C 2.34326 -0.31379 -0.19274 -0.061 0.837 -1.672
C 1.38352 -0.77238 1.96571 1.089 -0.318 -1.334
C 1.33028 -0.05491 0.73348 0.792 -0.050 0.780
C 0.18398 1.56713 -0.87865 0.315 0.832 -0.479
C 0.33238 1.03215 0.53934 -1.248 -1.107 0.667
C -1.78701 0.08228 -1.03296 -3.187 -0.315 -2.088
C 0.01923 1.98165 1.67405 4.495 1.777 0.028
C -1.64053 -1.22890 -1.85171 3.187 1.217 2.086
C -3.31548 0.63653 -1.31467 0.813 -4.473 1.269
N -0.89932 1.07395 -1.55944 1.421 1.161 0.252
N -1.45858 -0.00370 0.37015 0.188 1.693 0.616
O 1.01778 2.38463 -1.27113 -1.433 -1.305 0.441
H 4.12387 -2.70657 1.28247 0.505 -0.952 0.240
H 4.13477 -1.27070 -0.78235 -0.137 -0.408 0.202
H 2.35498 -2.52368 2.95301 -0.052 1.147 -0.157
H 2.44077 0.28225 -1.11609 -0.424 -0.140 0.590
H 0.62681 -0.47238 2.65282 -0.238 -0.479 0.955
H -0.95084 2.38988 1.76007 -1.151 0.067 -0.072
H 0.69752 2.96157 1.32289 -1.541 -2.343 0.842
H 0.50092 1.70707 2.69080 -1.097 0.180 -1.804
H -2.29016 -1.26576 -2.63354 -1.205 0.769 -2.976
H -2.02639 -2.07015 -1.37720 -0.204 -1.587 1.791
H -0.54932 -1.36456 -2.09569 -1.270 -0.156 -0.089
H -3.44594 0.80441 -2.32185 0.279 1.019 -2.309
H -3.46033 1.44014 -0.71852 -0.545 2.900 1.554
H -4.21169 -0.06571 -1.15464 1.740 0.360 0.437
H -1.03069 1.38458 -2.50744 0.091 0.109 -0.161
H -1.27300 -0.92034 0.65985 0.436 -1.687 0.436
H -2.20151 0.36304 0.98353 0.512 0.014 -0.432
```
Positions in Å, forces in eV/Å.

These are the natural (NBO) partial charges, in e, on atoms 1 to 6: C -0.1326; C -0.2087; C -0.2032; C -0.1307; C -0.1606; C -0.2171